Entry 1:
This record from the Open Molecules 2025 dataset describes a gas-phase ion, C8H11N4O2 (charge +1) at a distorted geometry. The level of theory is ωB97M-V/def2-TZVPD.

Geometry (Å):
1 C 3.519 0.180 0.245
2 C 3.183 1.521 -0.015
3 C 1.322 -0.461 -0.282
4 C 1.071 0.889 -0.675
5 C 0.371 -1.393 -0.601
6 C -1.671 -0.054 -0.350
7 C -3.641 1.302 -0.589
8 C -0.597 0.312 1.794
9 N 2.611 -0.730 0.038
10 N 1.911 1.754 -0.313
11 N -1.006 -1.104 -0.768
12 N 0.633 -2.765 -0.618
13 O -2.646 0.344 -1.105
14 O -1.413 0.740 0.627
15 H 4.490 0.013 0.639
16 H 3.892 2.284 0.286
17 H -3.625 1.258 0.520
18 H -4.561 0.868 -0.869
19 H -3.362 2.205 -0.888
20 H -1.084 0.952 2.476
21 H 0.436 0.482 1.792
22 H -0.550 -0.785 1.864
23 H -1.513 -1.616 -1.526
24 H 1.637 -2.818 -0.267
25 H 0.593 -3.380 -1.415

**Energy relative to the best compared isomer or geometry (same formula, charge and spin)**: 131.5 kcal/mol
**Net charge**: +1
**E_HOMO (spin up / spin down)**: -0.4258 / -0.4021 Eh
**LUMO energy (spin up / spin down)**: -4.74 / -3.98 eV
**Energy**: -18518.0185 eV

Here are the natural (NBO) charges for atoms 1 to 2, given in e:
1. C 0.0299
2. C 0.0003



Entry 2:
This record from the Open Molecules 2025 dataset describes a single Cl3O2PS molecule at a distorted geometry. The level of theory is ωB97M-V/def2-TZVPD.

Geometry (Å):
1 O 2.159 0.604 0.906
2 O 1.234 0.149 -1.430
3 P -1.249 0.167 -0.496
4 S 2.012 -0.306 -0.256
5 Cl -1.022 1.425 0.963
6 Cl -3.174 -0.464 -0.158
7 Cl 0.040 -1.575 0.471

**Energy relative to the best compared isomer or geometry (same formula, charge and spin)**: 36.8 kcal/mol
**E_HOMO**: -0.3838 Eh
**LUMO energy**: -1.33 eV
**Energy**: -61786.7909 eV

Here are the natural (NBO) charges for atoms 1 to 2, given in e:
1. O -0.8559
2. O -0.9116



Entry 3:
This record from the Open Molecules 2025 dataset describes 2 unconnected molecules or ions with the total composition C12H16NOP at a distorted geometry. The level of theory is ωB97M-V/def2-TZVPD.

Geometry (Å):
1 C 4.578 0.717 0.329
2 C 3.621 1.614 -0.078
3 C 4.348 -0.625 0.529
4 C 2.328 1.121 -0.421
5 C 3.105 -1.206 0.228
6 C 2.159 -0.233 -0.201
7 C -0.539 3.147 0.352
8 C -3.978 -2.470 1.559
9 C -1.342 2.866 -0.644
10 C -3.264 -2.325 0.479
11 C -1.800 1.476 -1.066
12 C -1.774 -2.351 0.523
13 N -1.502 -1.151 -2.068
14 O -1.433 0.529 -0.050
15 P -0.961 -0.978 -0.616
16 H 5.550 1.160 0.770
17 H 3.790 2.621 -0.072
18 H 5.220 -1.192 0.967
19 H 1.486 1.676 -0.559
20 H 2.808 -2.276 0.471
21 H 0.040 4.064 0.487
22 H -0.190 2.445 1.130
23 H -5.042 -2.683 1.572
24 H -3.533 -2.374 2.591
25 H -1.600 3.649 -1.470
26 H -3.683 -2.463 -0.482
27 H -1.252 1.314 -1.984
28 H -2.874 1.434 -1.318
29 H -1.374 -3.210 0.027
30 H -1.488 -2.303 1.508
31 H -1.404 -1.993 -2.494

**Energy relative to the best compared isomer or geometry (same formula, charge and spin)**: 141.8 kcal/mol
**E_HOMO (spin up / spin down)**: -0.3144 / -0.2823 Eh
**LUMO energy (spin up / spin down)**: -0.66 / 0.15 eV
**Energy**: -25523.8581 eV

Here are the natural (NBO) charges for atoms 1 to 2, given in e:
1. C -0.2418
2. C -0.1728



Entry 4:
This record from the Open Molecules 2025 dataset describes 8 unconnected molecules or ions with the total composition C28H77ClN7O11 at a distorted geometry. The level of theory is ωB97M-V/def2-TZVPD.

Geometry (Å):
1 Cl 0.241 0.322 0.459
2 O -0.498 0.436 -0.728
3 O -0.277 1.373 1.311
4 O -0.128 -0.948 1.003
5 O 1.670 0.434 0.181
6 C -1.878 -2.760 6.156
7 C -1.915 -2.040 4.860
8 C -2.124 -0.494 4.951
9 O -3.384 -0.145 5.451
10 C -3.840 1.118 4.952
11 N -0.837 -2.557 4.126
12 H -1.829 -3.848 6.143
13 H -2.736 -2.655 6.821
14 H -1.090 -2.368 6.799
15 H -2.778 -2.480 4.361
16 H -1.866 -0.239 3.923
17 H -1.294 -0.026 5.481
18 H -3.045 1.808 5.237
19 H -4.797 1.176 5.471
20 H -4.075 1.259 3.897
21 H -0.943 -2.389 3.135
22 H 0.024 -2.096 4.384
23 C 2.777 1.697 5.991
24 C 2.367 0.676 4.885
25 C 2.032 -0.698 5.463
26 O 1.713 -1.532 4.348
27 C 2.774 -1.957 3.556
28 N 1.131 1.215 4.256
29 H 3.674 1.335 6.494
30 H 2.059 1.630 6.808
31 H 2.865 2.743 5.699
32 H 3.153 0.530 4.144
33 H 1.099 -0.701 6.027
34 H 2.815 -0.962 6.174
35 H 3.263 -1.267 2.868
36 H 2.500 -2.811 2.936
37 H 3.574 -2.347 4.185
38 H 0.548 0.450 3.947
39 H 1.404 1.702 3.414
40 C 2.641 -2.869 -0.965
41 C 2.578 -1.989 -2.134
42 C 1.177 -1.962 -2.826
43 O 1.116 -0.886 -3.865
44 C -0.100 -0.832 -4.617
45 N 3.074 -0.687 -1.967
46 H 1.753 -2.771 -0.340
47 H 3.484 -2.795 -0.278
48 H 2.763 -3.911 -1.260
49 H 3.320 -2.464 -2.776
50 H 0.433 -1.872 -2.034
51 H 0.985 -2.916 -3.317
52 H -0.035 -0.178 -5.487
53 H -0.972 -0.836 -3.964
54 H -0.099 -1.766 -5.180
55 H 2.607 -0.435 -1.107
56 H 3.972 -0.981 -1.611
57 C -7.293 -0.601 -3.017
58 C -6.716 0.421 -2.065
59 C -5.571 -0.357 -1.201
60 O -4.916 0.502 -0.197
61 C -4.150 -0.181 0.724
62 N -6.270 1.511 -2.821
63 H -6.453 -1.130 -3.467
64 H -7.857 -0.148 -3.833
65 H -7.920 -1.347 -2.529
66 H -7.501 0.830 -1.429
67 H -4.766 -0.735 -1.831
68 H -5.998 -1.255 -0.754
69 H -3.165 -0.352 0.291
70 H -4.480 -1.184 0.991
71 H -3.909 0.388 1.622
72 H -6.955 1.702 -3.538
73 H -5.465 1.171 -3.329
74 C 0.191 3.608 -2.778
75 C 0.828 2.338 -3.407
76 C 1.033 2.352 -4.906
77 O 1.906 1.275 -5.351
78 C 1.995 1.498 -6.743
79 N 2.157 2.076 -2.771
80 H -0.849 3.845 -3.002
81 H 0.845 4.424 -3.084
82 H 0.365 3.524 -1.705
83 H 0.171 1.501 -3.169
84 H 1.480 3.302 -5.199
85 H 0.063 2.379 -5.402
86 H 2.540 2.394 -7.039
87 H 1.058 1.616 -7.288
88 H 2.460 0.638 -7.224
89 H 2.562 2.995 -2.878
90 H 1.949 2.168 -1.787
91 C -3.364 -4.762 -5.717
92 C -2.190 -4.175 -4.913
93 C -2.661 -3.439 -3.563
94 O -1.636 -3.137 -2.677
95 C -2.123 -2.384 -1.533
96 N -1.365 -5.291 -4.503
97 H -3.770 -5.635 -5.206
98 H -3.134 -5.075 -6.735
99 H -4.176 -4.036 -5.763
100 H -1.597 -3.480 -5.508
101 H -3.485 -4.030 -3.161
102 H -3.177 -2.510 -3.803
103 H -3.099 -2.700 -1.165
104 H -2.233 -1.373 -1.925
105 H -1.439 -2.509 -0.693
106 H -2.054 -5.947 -4.163
107 H -0.877 -4.928 -3.696
108 C 3.784 2.999 1.530
109 C 4.733 4.144 1.478
110 C 5.578 4.084 2.832
111 O 6.630 5.067 2.858
112 C 6.720 5.757 4.098
113 N 5.555 4.023 0.219
114 H 2.870 3.274 2.056
115 H 4.105 2.139 2.119
116 H 3.566 2.463 0.607
117 H 4.246 5.116 1.556
118 H 6.150 3.163 2.949
119 H 4.946 4.284 3.697
120 H 7.410 6.597 4.012
121 H 6.981 5.226 5.013
122 H 5.792 6.274 4.343
123 H 6.003 3.119 0.170
124 H 4.894 4.081 -0.543

**Energy relative to the best compared isomer or geometry (same formula, charge and spin)**: 67.4 kcal/mol
**Multiplicity**: 2
**Net charge**: -2
**E_HOMO (spin up / spin down)**: 0.0935 / -0.1575 Eh
**LUMO energy (spin up / spin down)**: 3.44 / 3.37 eV
**Energy**: -75744.2377 eV

Here are the Mulliken charges for atoms 1 to 2, given in e:
1. Cl 1.4948
2. O -0.6988



Entry 5:
This record from the Open Molecules 2025 dataset describes 3 unconnected molecules or ions with the total composition C19H42N3O6 at a distorted geometry. The level of theory is ωB97M-V/def2-TZVPD.

Geometry (Å):
1 C -3.642 2.451 -0.614
2 C -2.525 1.207 -0.596
3 O -2.972 0.014 -0.198
4 O -1.149 1.558 -0.972
5 C -0.400 0.419 -1.519
6 C 0.769 0.035 -0.435
7 C 2.017 -0.841 -1.037
8 C 1.528 -2.041 -2.095
9 C 2.576 -3.335 -1.946
10 N 2.017 -4.618 -2.520
11 C 1.891 -4.587 -4.027
12 C 3.007 -5.470 -4.840
13 C 3.497 -6.840 -4.085
14 N 2.674 -7.134 -2.850
15 C 2.720 -5.854 -2.008
16 N 3.383 -5.965 -0.794
17 H -3.206 3.362 0.020
18 H -3.931 2.791 -1.696
19 H -4.600 2.095 -0.029
20 H -1.050 -0.479 -1.891
21 H 0.168 0.831 -2.484
22 H 1.237 1.051 -0.025
23 H 0.323 -0.511 0.500
24 H 2.840 -0.195 -1.595
25 H 2.582 -1.318 -0.102
26 H 1.445 -1.649 -3.201
27 H 0.460 -2.376 -1.682
28 H 3.567 -2.992 -2.475
29 H 2.824 -3.386 -0.789
30 H 0.824 -5.006 -4.309
31 H 1.943 -3.481 -4.470
32 H 3.957 -4.857 -5.191
33 H 2.479 -5.820 -5.852
34 H 3.354 -7.741 -4.855
35 H 4.669 -6.803 -3.877
36 H 3.187 -7.878 -2.288
37 H 3.012 -5.468 0.064
38 H 4.233 -6.584 -0.694
39 C -6.678 6.777 -0.776
40 O -5.404 6.704 -0.143
41 C -5.291 7.619 0.951
42 C -5.440 6.899 2.294
43 O -6.774 6.412 2.477
44 C -6.873 5.011 2.249
45 H -6.764 5.936 -1.470
46 H -7.493 6.714 -0.052
47 H -6.756 7.709 -1.342
48 H -6.018 8.435 0.858
49 H -4.289 8.056 0.897
50 H -5.252 7.616 3.100
51 H -4.710 6.087 2.389
52 H -6.397 4.468 3.070
53 H -6.415 4.723 1.298
54 H -7.933 4.743 2.218
55 C 4.216 -1.967 2.885
56 O 3.166 -1.127 2.418
57 C 2.079 -1.054 3.347
58 C 2.106 0.262 4.129
59 O 3.230 0.316 5.014
60 C 4.274 1.141 4.509
61 H 5.080 -1.833 2.228
62 H 4.513 -1.715 3.904
63 H 3.900 -3.013 2.838
64 H 2.082 -1.916 4.024
65 H 1.156 -1.093 2.758
66 H 1.208 0.316 4.754
67 H 2.098 1.123 3.452
68 H 3.979 2.192 4.571
69 H 4.527 0.886 3.476
70 H 5.162 0.989 5.130

**Energy relative to the best compared isomer or geometry (same formula, charge and spin)**: 169.7 kcal/mol
**Net charge**: +1
**E_HOMO**: -0.3809 Eh
**LUMO energy**: -4.06 eV
**Energy**: -37124.4915 eV

Here are the natural (NBO) charges for atoms 1 to 2, given in e:
1. C -0.7231
2. C 0.7923



What did the second record say?
This record from the Open Molecules 2025 dataset describes a single Cl3O2PS molecule at a distorted geometry. The level of theory is ωB97M-V/def2-TZVPD.

Geometry (Å):
1 O 2.159 0.604 0.906
2 O 1.234 0.149 -1.430
3 P -1.249 0.167 -0.496
4 S 2.012 -0.306 -0.256
5 Cl -1.022 1.425 0.963
6 Cl -3.174 -0.464 -0.158
7 Cl 0.040 -1.575 0.471

**Energy relative to the best compared isomer or geometry (same formula, charge and spin)**: 36.8 kcal/mol
**E_HOMO**: -0.3838 Eh
**LUMO energy**: -1.33 eV
**Energy**: -61786.7909 eV

Here are the natural (NBO) charges for atoms 1 to 2, given in e:
1. O -0.8559
2. O -0.9116